1.
The following is a DFT calculation (ωB97M-V/def2-TZVPD) of a cluster of 2 separate species, BrClH4Si2 in total.

HOMO   -9.56 eV
Energy relative to the best compared isomer or geometry (same formula, charge and spin)   3.0903 eV
Frontier orbital gap   7.8 eV
Strongest force on any atom   2.3 eV Å⁻¹

Cartesian coordinates (Å):
Si  -0.354  0.307  1.142
Si  0.225  -0.731  -1.004
Cl  1.419  2.009  -0.483
Br  -0.824  -0.481  -3.032
H  -1.523  1.110  1.044
H  -1.142  -0.860  1.821
H  0.944  0.536  1.804
H  1.255  -1.889  -1.292

2.
The following is a DFT calculation (ωB97M-V/def2-TZVPD) of a structure of composition BrClHOP.

HOMO   -9.96 eV
Energy relative to the best compared isomer or geometry (same formula, charge and spin)   1.1608 eV
Frontier orbital gap   9.7 eV
Strongest force on any atom   6.9 eV Å⁻¹

Cartesian coordinates (Å):
O  0.578  -0.624  -0.397
P  -0.001  0.392  0.691
Cl  0.137  1.970  -0.639
Br  -2.146  -0.274  0.428
H  1.432  -1.464  -0.082

3.
The following is a DFT calculation (ωB97M-V/def2-TZVPD) of a structure of composition BrClINOS.

HOMO (spin up / spin down)   -9.30 / -9.30 eV
Energy relative to the best compared isomer or geometry (same formula, charge and spin)   1.5690 eV
Frontier orbital gap (spin up / spin down)   7.3 / 7.3 eV
Strongest force on any atom   3.5 eV Å⁻¹

Cartesian coordinates (Å):
N  -0.965  -1.464  0.242
O  1.459  0.271  -0.390
S  0.226  -2.120  -0.311
Cl  -1.040  -0.878  1.972
Br  0.360  2.998  -1.604
I  -0.041  1.192  0.090

4.
The following is a DFT calculation (ωB97M-V/def2-TZVPD) of a structure of composition BrCu.

HOMO (spin up / spin down)   -16.93 / -16.56 eV
Charge   +1
Energy relative to the best compared isomer or geometry (same formula, charge and spin)   0.2063 eV
Frontier orbital gap (spin up / spin down)   10.0 / 7.3 eV
Strongest force on any atom   0.9 eV Å⁻¹
Spin multiplicity   2

Cartesian coordinates (Å):
Cu  0.626  -0.874  -0.824
Br  -0.626  0.874  0.824

5.
The following is a DFT calculation (ωB97M-V/def2-TZVPD) of a cluster of 6 separate species, BrH10O5 in total.

HOMO   -5.52 eV
Charge   -1
Energy relative to the best compared isomer or geometry (same formula, charge and spin)   0.4208 eV
Frontier orbital gap   9.2 eV
Strongest force on any atom   3.1 eV Å⁻¹

Cartesian coordinates (Å):
Br  1.445  -0.589  0.086
O  -0.108  -3.501  0.835
H  -0.115  -3.302  -0.103
H  0.368  -2.796  1.365
O  1.580  2.424  -0.966
H  1.408  1.560  -0.609
H  1.200  3.030  -0.316
O  -0.113  1.652  1.987
H  0.271  0.933  1.502
H  -0.471  1.212  2.741
O  -0.269  0.543  -2.581
H  -0.599  -0.118  -3.188
H  0.282  0.104  -1.951
O  -1.978  -0.515  0.548
H  -1.287  -0.961  0.074
H  -1.615  0.325  0.575

6.
The following is a DFT calculation (ωB97M-V/def2-TZVPD) of a cluster of 6 separate species, BrH11O5 in total.

HOMO   -9.58 eV
Energy relative to the best compared isomer or geometry (same formula, charge and spin)   1.3703 eV
Frontier orbital gap   8.2 eV
Strongest force on any atom   5.1 eV Å⁻¹

Cartesian coordinates (Å):
O  -1.981  2.411  1.225
H  -1.329  1.952  0.745
H  -2.644  1.916  1.671
H  -1.566  2.772  1.983
Br  -0.382  -0.144  0.444
O  2.416  1.336  1.952
H  2.888  0.939  2.608
H  1.949  0.682  1.539
O  1.862  -2.832  0.253
H  1.858  -2.951  -0.690
H  1.441  -2.064  0.395
O  -2.353  -1.851  -1.697
H  -3.050  -2.388  -1.497
H  -1.821  -1.487  -0.993
O  0.919  0.311  -2.904
H  1.225  1.225  -2.947
H  0.560  0.174  -2.081